Entry 1:
The following is a DFT calculation (ωB97M-V/def2-TZVPD) of a 8-piece molecular cluster, C47H114N7O14 overall.

Last columns: bonded neighbours and bond lengths (Å).
Cartesian coordinates (Å):
1 C 0.991 0.194 0.703  C2 1.505, H12 1.097, H13 1.098, H14 1.097
2 C 0.374 -0.570 -0.438  C1 1.505, C3 1.584, N7 1.461, C11 1.541
3 C -0.223 -1.874 0.236  C2 1.584, C4 1.500, H15 1.093, H16 1.101
4 C -1.007 -2.714 -0.728  C3 1.500, C5 1.546, H17 1.097, H18 1.095
5 C -2.084 -1.807 -1.365  C4 1.546, C6 1.526, H19 1.092, H20 1.095
6 C -1.570 -0.508 -1.980  C5 1.526, N7 1.451, C9 1.557, C10 1.548
7 N -0.712 0.196 -1.046  C2 1.461, C6 1.451, O8 1.403
8 O -0.150 1.354 -1.604  N7 1.403
9 C -2.857 0.345 -2.186  C6 1.557, H21 1.098, H22 1.088, H23 1.092
10 C -1.008 -0.706 -3.409  C6 1.548, H24 1.098, H25 1.091, H26 1.090
11 C 1.480 -1.060 -1.392  C2 1.541, H27 1.089, H28 1.101, H29 1.094
12 H 1.745 0.939 0.420  C1 1.097
13 H 1.471 -0.413 1.482  C1 1.098
14 H 0.361 0.878 1.284  C1 1.097
15 H -0.782 -1.597 1.133  C3 1.093
16 H 0.635 -2.472 0.579  C3 1.101
17 H -1.485 -3.587 -0.267  C4 1.097
18 H -0.446 -3.125 -1.574  C4 1.095
19 H -2.775 -1.491 -0.579  C5 1.092
20 H -2.604 -2.476 -2.058  C5 1.095
21 H -3.452 0.253 -1.269  C9 1.098
22 H -3.446 -0.014 -3.027  C9 1.088
23 H -2.684 1.423 -2.182  C9 1.092
24 H -1.729 -1.291 -3.995  C10 1.098
25 H -0.049 -1.224 -3.444  C10 1.091
26 H -0.850 0.213 -3.973  C10 1.090
27 H 1.250 -1.939 -1.992  C11 1.089
28 H 2.460 -1.255 -0.931  C11 1.101
29 H 1.795 -0.285 -2.097  C11 1.094
30 C 2.521 -4.749 -0.394  C31 1.512, H33 1.095, H34 1.089, H35 1.091
31 C 3.168 -4.990 -1.740  C30 1.512, O32 1.411, H36 1.106, H37 1.091
32 O 2.593 -4.213 -2.768  C31 1.411, H38 0.953
33 H 2.905 -5.466 0.338  C30 1.095
34 H 1.451 -4.917 -0.502  C30 1.089
35 H 2.778 -3.760 -0.012  C30 1.091
36 H 2.860 -6.006 -2.051  C31 1.106
37 H 4.258 -5.041 -1.728  C31 1.091
38 H 1.853 -4.576 -3.245  O32 0.953
39 C -3.712 4.379 -2.107  O40 1.407, H48 1.102, H49 1.084, H50 1.098
40 O -2.651 3.867 -1.339  C39 1.407, C41 1.393
41 C -3.064 3.527 -0.053  O40 1.393, C42 1.542, H51 1.101, H52 1.101
42 C -1.886 3.166 0.874  C41 1.542, N43 1.455, H53 1.093, H54 1.104
43 N -0.934 4.266 0.884  C42 1.455, C44 1.475, H55 1.017
44 C 0.188 3.953 1.791  N43 1.475, C45 1.523, H56 1.092, H57 1.107
45 C 1.116 5.151 1.943  C44 1.523, O46 1.427, H58 1.095, H59 1.096
46 O 1.782 5.283 0.688  C45 1.427, C47 1.421
47 C 2.777 6.284 0.859  O46 1.421, H60 1.094, H61 1.097, H62 1.086
48 H -4.498 3.608 -2.151  C39 1.102
49 H -3.327 4.586 -3.099  C39 1.084
50 H -4.226 5.235 -1.649  C39 1.098
51 H -3.727 2.649 -0.004  C41 1.101
52 H -3.619 4.345 0.432  C41 1.101
53 H -1.437 2.226 0.542  C42 1.093
54 H -2.423 2.993 1.823  C42 1.104
55 H -1.322 5.122 1.272  N43 1.017
56 H 0.665 3.061 1.383  C44 1.092
57 H -0.219 3.698 2.788  C44 1.107
58 H 1.839 4.958 2.742  C45 1.095
59 H 0.553 6.071 2.136  C45 1.096
60 H 3.297 6.157 1.814  C47 1.094
61 H 2.293 7.266 0.922  C47 1.097
62 H 3.473 6.294 0.025  C47 1.086
63 C -3.245 5.650 7.896  O64 1.406, H72 1.098, H73 1.093, H74 1.087
64 O -2.556 5.071 6.816  C63 1.406, C65 1.417
65 C -3.315 4.149 6.054  O64 1.417, C66 1.527, H75 1.097, H76 1.098
66 C -2.380 3.589 4.984  C65 1.527, N67 1.460, H77 1.096, H78 1.093
67 N -2.944 2.346 4.463  C66 1.460, C68 1.489, H79 1.017
68 C -1.901 1.355 4.080  N67 1.489, C69 1.510, H80 1.095, H81 1.089
69 C -2.560 0.004 4.226  C68 1.510, O70 1.420, H82 1.096, H83 1.098
70 O -3.062 -0.252 5.529  C69 1.420, C71 1.400
71 C -3.249 -1.609 5.821  O70 1.400, H84 1.092, H85 1.097, H86 1.097
72 H -3.593 4.897 8.615  C63 1.098
73 H -4.113 6.209 7.537  C63 1.093
74 H -2.539 6.269 8.444  C63 1.087
75 H -4.178 4.582 5.533  C65 1.097
76 H -3.687 3.391 6.756  C65 1.098
77 H -1.395 3.468 5.448  C66 1.096
78 H -2.358 4.383 4.233  C66 1.093
79 H -3.358 1.876 5.264  N67 1.017
80 H -1.082 1.445 4.800  C68 1.095
81 H -1.438 1.477 3.102  C68 1.089
82 H -1.901 -0.801 3.879  C69 1.096
83 H -3.368 -0.046 3.484  C69 1.098
84 H -3.858 -1.642 6.727  C71 1.092
85 H -2.382 -2.230 6.079  C71 1.097
86 H -3.712 -2.091 4.951  C71 1.097
87 C -1.028 -4.453 3.005  O88 1.422, H96 1.094, H97 1.087, H98 1.098
88 O -0.686 -3.696 4.158  C87 1.422, C89 1.422
89 C 0.049 -4.388 5.159  O88 1.422, C90 1.528, H99 1.098, H100 1.094
90 C 1.122 -3.453 5.715  C89 1.528, N91 1.469, H101 1.098, H102 1.094
91 N 0.499 -2.172 6.075  C90 1.469, C92 1.457, H103 1.013
92 C 1.320 -0.981 5.901  N91 1.457, C93 1.542, H104 1.092, H105 1.088
93 C 1.470 -0.657 4.402  C92 1.542, O94 1.436, H106 1.095, H107 1.097
94 O 1.017 0.680 4.134  C93 1.436, C95 1.423
95 C 1.917 1.742 4.430  O94 1.423, H108 1.095, H109 1.090, H110 1.092
96 H -0.137 -4.413 2.371  C87 1.094
97 H -1.944 -4.091 2.544  C87 1.087
98 H -1.245 -5.498 3.264  C87 1.098
99 H 0.550 -5.239 4.680  C89 1.098
100 H -0.640 -4.827 5.887  C89 1.094
101 H 1.864 -3.271 4.926  C90 1.098
102 H 1.570 -4.014 6.541  C90 1.094
103 H -0.271 -2.133 5.418  N91 1.013
104 H 2.333 -1.126 6.281  C92 1.092
105 H 0.880 -0.110 6.380  C92 1.088
106 H 0.795 -1.142 3.688  C93 1.095
107 H 2.490 -0.779 4.014  C93 1.097
108 H 2.203 1.744 5.487  C95 1.095
109 H 1.316 2.634 4.255  C95 1.090
110 H 2.768 1.681 3.747  C95 1.092
111 C 3.810 2.875 0.370  O112 1.406, H120 1.089, H121 1.101, H122 1.095
112 O 3.047 2.809 -0.808  C111 1.406, C113 1.383
113 C 3.728 2.304 -1.900  O112 1.383, C114 1.532, H123 1.107, H124 1.106
114 C 2.962 2.175 -3.221  C113 1.532, N115 1.465, H125 1.095, H126 1.101
115 N 2.670 3.519 -3.726  C114 1.465, C116 1.449, H127 1.014
116 C 2.216 3.494 -5.102  N115 1.449, C117 1.520, H128 1.104, H129 1.095
117 C 0.784 3.032 -5.315  C116 1.520, O118 1.412, H130 1.098, H131 1.099
118 O -0.069 3.642 -4.369  C117 1.412, C119 1.406
119 C -1.403 3.201 -4.407  O118 1.406, H132 1.094, H133 1.096, H134 1.092
120 H 3.087 2.736 1.172  C111 1.089
121 H 4.217 3.896 0.429  C111 1.101
122 H 4.679 2.211 0.416  C111 1.095
123 H 4.059 1.266 -1.703  C113 1.107
124 H 4.726 2.744 -2.080  C113 1.106
125 H 2.010 1.674 -3.017  C114 1.095
126 H 3.564 1.534 -3.884  C114 1.101
127 H 3.534 4.046 -3.671  N115 1.014
128 H 2.868 2.878 -5.745  C116 1.104
129 H 2.272 4.522 -5.475  C116 1.095
130 H 0.622 1.970 -5.085  C117 1.098
131 H 0.575 3.202 -6.380  C117 1.099
132 H -1.739 2.867 -3.421  C119 1.094
133 H -1.491 2.286 -5.005  C119 1.096
134 H -2.035 4.035 -4.717  C119 1.092
135 C -7.276 -5.656 -12.001  O136 1.399, H144 1.098, H145 1.087, H146 1.097
136 O -7.597 -4.554 -11.202  C135 1.399, C137 1.405
137 C -6.645 -4.231 -10.221  O136 1.405, C138 1.517, H147 1.095, H148 1.101
138 C -7.105 -3.043 -9.396  C137 1.517, N139 1.441, H149 1.104, H150 1.100
139 N -6.155 -2.596 -8.409  C138 1.441, C140 1.447, H151 1.007
140 C -5.489 -3.582 -7.586  N139 1.447, C141 1.525, H152 1.092, H153 1.103
141 C -4.688 -2.907 -6.478  C140 1.525, O142 1.406, H154 1.098, H155 1.108
142 O -5.467 -2.760 -5.317  C141 1.406, C143 1.423
143 C -4.693 -2.307 -4.213  O142 1.423, H156 1.096, H157 1.089, H158 1.090
144 H -6.222 -5.648 -12.311  C135 1.098
145 H -7.888 -5.580 -12.896  C135 1.087
146 H -7.393 -6.632 -11.514  C135 1.097
147 H -5.597 -4.056 -10.485  C137 1.095
148 H -6.702 -5.080 -9.521  C137 1.101
149 H -8.121 -3.196 -8.991  C138 1.104
150 H -7.369 -2.232 -10.091  C138 1.100
151 H -6.514 -1.821 -7.877  N139 1.007
152 H -4.864 -4.266 -8.163  C140 1.092
153 H -6.249 -4.240 -7.131  C140 1.103
154 H -4.011 -2.102 -6.792  C141 1.098
155 H -3.877 -3.614 -6.212  C141 1.108
156 H -3.855 -2.953 -3.927  C143 1.096
157 H -5.374 -2.362 -3.365  C143 1.089
158 H -4.334 -1.311 -4.473  C143 1.090
159 C 9.250 -0.585 4.897  O160 1.402, H168 1.101, H169 1.097, H170 1.084
160 O 7.937 -0.222 5.232  C159 1.402, C161 1.411
161 C 7.021 -1.295 5.242  O160 1.411, C162 1.530, H171 1.087, H172 1.100
162 C 6.538 -1.746 3.862  C161 1.530, N163 1.463, H173 1.093, H174 1.096
163 N 5.596 -0.753 3.345  C162 1.463, C164 1.467, H175 1.009
164 C 4.702 -1.273 2.305  N163 1.467, C165 1.505, H176 1.100, H177 1.092
165 C 5.300 -1.447 0.934  C164 1.505, O166 1.417, H178 1.101, H179 1.096
166 O 5.458 -0.199 0.282  C165 1.417, C167 1.420
167 C 6.035 -0.409 -0.998  O166 1.420, H180 1.090, H181 1.095, H182 1.095
168 H 9.275 -1.139 3.947  C159 1.101
169 H 9.694 -1.318 5.582  C159 1.097
170 H 9.824 0.326 4.769  C159 1.084
171 H 6.150 -0.982 5.812  C161 1.087
172 H 7.517 -2.149 5.725  C161 1.100
173 H 5.968 -2.664 4.024  C162 1.093
174 H 7.336 -1.991 3.152  C162 1.096
175 H 6.023 0.118 3.066  N163 1.009
176 H 3.903 -0.527 2.186  C164 1.100
177 H 4.062 -2.077 2.674  C164 1.092
178 H 4.527 -2.024 0.403  C165 1.101
179 H 6.247 -1.998 0.955  C165 1.096
180 H 7.082 -0.709 -0.957  C167 1.090
181 H 5.932 0.570 -1.477  C167 1.095
182 H 5.405 -1.030 -1.644  C167 1.095

Calculated values
- Spin multiplicity: 1
- Total charge: -1
- Frontier orbital gap: 0.1495 hartree
- Strongest force on any atom: 3.22 eV/A



Entry 2:
The following is a DFT calculation (ωB97M-V/def2-TZVPD) of one molecule with the formula C2H4N4O2.

Last columns: bonded neighbours and bond lengths (Å).
Cartesian coordinates (Å):
1 H 3.098 1.011 -0.006  N2 1.029
2 N 2.716 0.055 -0.005  H1 1.029, C3 1.258
3 C 1.464 0.147 -0.091  N2 1.258, N4 1.435, O9 1.357
4 N 0.553 -0.946 -0.273  C3 1.435, N5 1.455, H10 1.040
5 N -0.671 -0.324 0.207  N4 1.455, N6 1.382, C7 1.406
6 N -1.838 -0.959 -0.174  N5 1.382, H11 1.128, H12 1.094
7 C -0.545 1.067 0.048  N5 1.406, O8 1.191, O9 1.322
8 O -1.432 1.854 -0.068  C7 1.191
9 O 0.750 1.301 -0.084  C3 1.357, C7 1.322
10 H 0.717 -1.691 0.434  N4 1.040
11 H -2.476 -0.210 -0.725  N6 1.128
12 H -2.334 -1.306 0.737  N6 1.094

Calculated values
- Spin multiplicity: 1
- Total charge: 0
- Frontier orbital gap: 0.3724 hartree
- Strongest force on any atom: 3.41 eV/A
- ΔE to the lowest compared entry with this formula, charge and spin: 99.7 kJ/mol



Entry 3:
The following is a DFT calculation (ωB97M-V/def2-TZVPD) of a 3-piece molecular cluster, C3H14NO4 overall.

Last columns: bonded neighbours and bond lengths (Å).
Cartesian coordinates (Å):
1 C 0.585 0.239 0.972  O2 1.460, C3 1.504, H7 1.087, H8 1.086
2 O 1.614 0.290 -0.062  C1 1.460, H9 0.965
3 C -0.501 -0.547 0.290  C1 1.504, C4 1.531, N6 1.532, H10 1.084
4 C -1.671 -0.837 1.235  C3 1.531, O5 1.397, H11 1.101, H12 1.099
5 O -1.724 0.190 2.182  C4 1.397, H13 0.962
6 N -0.951 0.222 -0.956  C3 1.532, H14 1.023, H15 1.026, H16 1.011
7 H 0.379 1.272 1.240  C1 1.087
8 H 0.984 -0.286 1.836  C1 1.086
9 H 2.486 0.307 0.352  O2 0.965
10 H -0.176 -1.509 -0.090  C3 1.084
11 H -2.619 -1.051 0.719  C4 1.101
12 H -1.501 -1.834 1.667  C4 1.099
13 H -2.524 0.227 2.715  O5 0.962
14 H -0.982 1.199 -0.656  N6 1.023
15 H -0.113 0.232 -1.547  N6 1.026
16 H -1.821 -0.146 -1.315  N6 1.011
17 H 0.870 2.948 -1.581  O19 0.963
18 H 0.376 2.671 -3.009  O19 0.967
19 O 0.162 2.524 -2.077  H17 0.963, H18 0.967
20 H 2.125 -2.986 -1.389  O22 0.966
21 H 2.570 -1.585 -1.088  O22 0.962
22 O 1.973 -2.266 -0.764  H20 0.966, H21 0.962

Calculated values
- Spin multiplicity: 1
- Total charge: +1
- Frontier orbital gap: 0.4229 hartree
- Strongest force on any atom: 2.62 eV/A
- ΔE to the lowest compared entry with this formula, charge and spin: 114.0 kJ/mol



- Which of these has the highest total charge?
  C3H14NO4



- Which formula does entry 2 have?
  C2H4N4O2